Entry one
Molecular formula: C14H28N2O4
Method: DFT, the ωB97M-V functional and the def2-TZVPD basis

The geometry in XYZ format:
```
48
Properties=species:S:1:pos:R:3:nbo_charge:R:1
C 3.25 1.52 1.85 -0.640
C 1.93 1.89 1.16 0.115
C 0.77 1.74 2.13 -0.631
O 1.63 1.07 0.04 -0.564
C 2.44 1.19 -1.10 -0.064
C 3.53 0.12 -1.21 -0.433
C 2.95 -1.28 -1.44 -0.226
N 2.01 -1.63 -0.40 -0.574
C 0.71 -1.82 -0.63 0.588
O 0.17 -1.94 -1.72 -0.645
C -0.10 -1.87 0.67 0.592
O 0.40 -1.65 1.76 -0.640
N -1.39 -2.14 0.42 -0.589
C -2.47 -1.92 1.35 -0.228
C -3.36 -0.78 0.86 -0.428
C -2.60 0.55 0.80 -0.068
O -3.26 1.51 0.00 -0.543
C -2.69 1.83 -1.25 0.113
C -1.36 2.58 -1.11 -0.655
C -2.54 0.64 -2.20 -0.650
H 4.10 1.70 1.20 0.204
H 3.23 0.48 2.15 0.208
H 3.37 2.13 2.74 0.217
H 2.00 2.94 0.81 0.160
H 0.64 0.68 2.36 0.237
H 0.97 2.29 3.04 0.207
H -0.15 2.11 1.68 0.213
H 2.90 2.19 -1.13 0.175
H 1.77 1.10 -1.96 0.189
H 4.14 0.11 -0.31 0.203
H 4.18 0.37 -2.05 0.217
H 2.40 -1.32 -2.38 0.226
H 3.76 -2.02 -1.47 0.199
H 2.26 -1.46 0.56 0.423
H -1.62 -2.25 -0.56 0.424
H -2.02 -1.68 2.31 0.224
H -3.06 -2.84 1.45 0.203
H -3.73 -1.02 -0.14 0.203
H -4.23 -0.68 1.51 0.214
H -2.52 0.97 1.81 0.182
H -1.58 0.37 0.44 0.172
H -3.43 2.52 -1.67 0.182
H -1.47 3.39 -0.40 0.214
H -0.57 1.92 -0.77 0.222
H -1.07 3.00 -2.07 0.211
H -3.48 0.09 -2.27 0.210
H -1.75 -0.03 -1.87 0.215
H -2.28 1.00 -3.19 0.216
```

Summary:
LUMO level ... 0.90 eV
SMILES ... CC(C)OCCCNC(=O)C(=O)NCCCOC(C)C



Entry two
Molecular formula: C14H28N2O4
Method: DFT, the ωB97M-V functional and the def2-TZVPD basis

The geometry in XYZ format:
```
48
Properties=species:S:1:pos:R:3:nbo_charge:R:1
C 4.96 1.54 -0.78 -0.604
C 4.78 0.75 -2.06 -0.402
C 3.34 0.75 -2.58 -0.410
C 2.49 -0.42 -2.08 -0.216
N 2.35 -0.46 -0.64 -0.632
C 1.37 0.22 0.00 0.887
O 0.42 0.73 -0.54 -0.659
O 1.60 0.21 1.34 -0.535
C 0.58 0.77 2.16 -0.083
C -0.36 -0.32 2.71 -0.074
C 0.40 -1.36 3.53 -0.399
C -0.54 -2.37 4.18 -0.605
N -1.09 -0.96 1.64 -0.638
C -2.29 -0.47 1.21 0.904
O -2.94 0.36 1.80 -0.659
O -2.66 -1.11 0.08 -0.523
C -3.87 -0.69 -0.52 -0.072
C -3.62 0.07 -1.83 -0.234
C -2.82 1.34 -1.57 -0.621
C -4.95 0.38 -2.50 -0.604
H 5.99 1.49 -0.44 0.209
H 4.32 1.17 0.02 0.197
H 4.71 2.59 -0.95 0.206
H 5.11 -0.29 -1.91 0.188
H 5.43 1.18 -2.82 0.207
H 2.85 1.68 -2.30 0.208
H 3.34 0.69 -3.67 0.210
H 1.48 -0.34 -2.49 0.228
H 2.93 -1.37 -2.40 0.193
H 3.15 -0.74 -0.09 0.402
H 0.00 1.49 1.57 0.220
H 1.09 1.28 2.97 0.190
H -1.11 0.18 3.33 0.235
H 0.98 -0.85 4.29 0.205
H 1.10 -1.88 2.87 0.200
H 0.02 -3.11 4.73 0.209
H -1.21 -1.86 4.87 0.205
H -1.14 -2.87 3.43 0.213
H -0.58 -1.53 0.99 0.402
H -4.46 -1.60 -0.71 0.181
H -4.41 -0.05 0.18 0.209
H -3.03 -0.59 -2.49 0.195
H -2.69 1.90 -2.50 0.204
H -3.34 1.97 -0.85 0.205
H -1.83 1.11 -1.18 0.240
H -5.55 1.03 -1.86 0.204
H -5.52 -0.53 -2.69 0.204
H -4.79 0.89 -3.45 0.212
```

Summary:
LUMO level ... 0.76 eV
SMILES ... CCCCNC(=O)OC[C@H](CC)NC(=O)OCC(C)C



The structure with the least stability is entry one.



Entry one
Molecular formula: C8H14N2
Method: DFT, the ωB97M-V functional and the def2-TZVPD basis

The geometry in XYZ format:
```
24
Properties=species:S:1:pos:R:3:nbo_charge:R:1
C 0.21 3.17 -0.83 -0.449
N 0.68 1.95 -0.06 -0.276
C -0.47 1.25 0.58 -0.221
C -0.34 -0.21 0.09 -0.169
C -1.55 -0.60 -0.78 -0.622
C 0.02 -1.24 1.18 -0.374
C 0.84 -2.26 0.42 -0.414
C 1.66 -1.53 -0.59 -0.487
C 0.92 -0.21 -0.68 0.199
N 1.52 1.08 -0.71 -0.197
H 0.22 4.04 -0.18 0.223
H 1.17 3.53 -1.48 0.217
H -0.60 2.87 -1.55 0.197
H -1.44 1.65 0.29 0.201
H -0.33 1.21 1.70 0.199
H -2.15 0.18 -1.18 0.214
H -2.38 -1.16 -0.36 0.215
H -1.40 -1.24 -1.59 0.217
H -0.88 -1.74 1.60 0.217
H 0.61 -0.72 2.03 0.207
H 0.14 -3.02 -0.08 0.203
H 1.40 -2.82 1.19 0.221
H 2.03 -2.05 -1.55 0.242
H 2.73 -1.36 -0.17 0.235
```

Summary:
LUMO level ... 0.91 eV
SMILES ... CN1C[C@]2(C)CCCC2=N1



Entry two
Molecular formula: C8H14N2
Method: DFT, the ωB97M-V functional and the def2-TZVPD basis

The geometry in XYZ format:
```
24
Properties=species:S:1:pos:R:3:nbo_charge:R:1
C 21.09 -29.29 -22.21 -0.616
C 22.33 -28.45 -21.88 -0.376
C 22.00 -26.98 -21.60 -0.511
C 21.02 -26.87 -20.52 0.284
N 20.25 -26.83 -19.67 -0.327
H 20.45 -28.75 -22.90 0.205
H 20.46 -29.40 -21.32 0.222
H 21.39 -30.27 -22.57 0.213
H 23.02 -28.49 -22.73 0.206
H 22.81 -28.86 -20.99 0.208
H 21.56 -26.51 -22.48 0.242
H 22.91 -26.45 -21.33 0.250
C 22.00 -31.49 -25.55 -0.612
C 22.97 -32.14 -24.55 -0.384
C 23.98 -33.07 -25.23 -0.507
C 23.35 -34.28 -25.77 0.284
N 22.85 -35.22 -26.20 -0.330
H 22.52 -31.05 -26.40 0.203
H 21.46 -30.69 -25.04 0.216
H 21.30 -32.24 -25.90 0.220
H 22.37 -32.65 -23.79 0.213
H 23.53 -31.40 -23.98 0.204
H 24.78 -33.36 -24.55 0.250
H 24.43 -32.56 -26.08 0.243
```

Summary:
LUMO level ... 0.50 eV
SMILES ... CCCC#N.CCCC#N



The structure with the least stability is entry one.



Entry one
Molecular formula: H21O11
Method: DFT, the ωB97M-V functional and the def2-TZVPD basis

The geometry in XYZ format:
```
32
Properties=species:S:1:pos:R:3:nbo_charge:R:1
O -0.32 0.66 -1.16 -1.230
H -0.92 0.65 -0.39 0.448
H 0.18 -0.47 -2.66 0.489
O 0.98 -0.98 -2.66 -1.019
H 3.47 -1.02 -1.81 0.483
H 2.29 1.07 1.00 0.512
O -2.48 -2.14 1.40 -0.957
H 2.54 -2.24 -2.00 0.481
H -3.83 0.67 1.27 0.484
O -1.91 0.99 -2.97 -1.009
H -1.71 0.16 -3.20 0.424
H 1.89 0.39 3.96 0.448
O 2.16 1.15 -1.38 -1.061
H -3.18 3.43 1.45 0.465
H -1.06 0.92 -2.37 0.479
O -3.27 0.43 0.54 -0.943
H -2.52 0.00 0.77 0.475
H 3.00 1.54 2.32 0.461
O 2.19 1.40 1.94 -0.975
H -1.54 -1.87 0.99 0.492
O 3.53 -2.03 -1.87 -0.968
H -2.31 -2.39 2.32 0.467
H 1.20 -2.66 -0.69 0.498
O 0.86 -3.17 0.08 -0.963
H 1.25 -3.10 0.85 0.461
H 1.39 -0.49 -1.82 0.506
O -3.92 2.87 1.15 -0.987
H 1.07 1.45 -1.31 0.543
H -3.53 2.23 0.51 0.503
O 0.91 0.30 3.83 -0.928
H 2.64 1.83 -1.07 0.448
H 0.94 0.40 2.96 0.473
```

Summary:
LUMO level ... 2.48 eV
Net charge ... -1



Entry two
Molecular formula: H21O11
Method: DFT, the ωB97M-V functional and the def2-TZVPD basis

The geometry in XYZ format:
```
32
Properties=species:S:1:pos:R:3:nbo_charge:R:1
O 2.76 0.78 -3.31 -0.976
H 1.84 1.09 -3.23 0.453
H -0.91 0.05 -3.73 0.487
O -1.07 0.66 -3.00 -0.998
H 1.38 -0.74 -0.98 0.519
H 0.46 2.60 0.22 0.507
O -3.89 -1.45 2.51 -0.948
H 2.46 -1.63 -1.08 0.466
H -3.92 0.89 -2.22 0.468
O 1.41 1.15 2.59 -1.014
H -2.79 1.42 -3.18 0.500
H -0.55 0.81 0.47 0.436
O -1.71 -4.10 -1.43 -0.961
H 0.29 -0.81 2.19 0.505
H 2.77 0.36 -2.39 0.493
O -3.65 1.05 -3.12 -0.978
H -0.32 -0.57 3.61 0.473
H -0.28 3.12 1.40 0.459
O -0.09 3.37 0.49 -0.990
H -3.71 -1.11 1.61 0.471
O 2.02 -0.98 -1.67 -0.969
H -3.04 -1.30 2.94 0.476
H 3.06 -0.48 3.78 0.499
O 3.76 0.17 3.58 -0.947
H 3.52 0.88 2.92 0.457
H -0.42 0.69 -2.27 0.518
O -0.07 -1.27 2.96 -0.985
H -1.39 -3.68 -2.24 0.482
H 2.32 1.16 2.82 0.411
O 0.39 0.72 0.28 -1.306
H -1.04 -4.52 -0.89 0.479
H 1.18 0.94 1.64 0.514
```

Summary:
LUMO level ... 2.62 eV
Net charge ... -1



The structure with the least stability is entry one.